i | DFT (the ωB97M-V functional and the def2-TZVPD basis) results for 2 unconnected molecules or ions with the total composition C10H16O.

Each atom is followed by the atoms it is bonded to, with distances in Å.
Positions of all 27 atoms, in Å:
1 C 0.36 -0.31 2.34  C2 1.559, C3 1.547, H10 1.080, H11 1.076
2 C 0.48 0.95 3.26  C1 1.559, H12 1.085, H18 1.115, H19 1.098
3 C 0.62 0.04 0.86  C1 1.547, C4 1.416, C5 1.397
4 C -0.24 0.97 0.23  C3 1.416, C6 1.369, H13 1.086
5 C 1.72 -0.58 0.24  C3 1.397, C7 1.426, H14 1.099
6 C 0.01 1.16 -1.10  C4 1.369, C8 1.385, H15 1.084
7 C 2.00 -0.24 -1.12  C5 1.426, C8 1.374, H16 1.079
8 C 1.10 0.59 -1.74  C6 1.385, C7 1.374, O9 1.409
9 O 1.31 1.02 -3.06  C8 1.409, H17 0.960
10 H 1.01 -1.03 2.81  C1 1.080
11 H -0.63 -0.72 2.31  C1 1.076
12 H 1.56 0.99 3.42  C2 1.085
13 H -1.06 1.28 0.86  C4 1.086
14 H 2.33 -1.23 0.87  C5 1.099
15 H -0.69 1.78 -1.65  C6 1.084
16 H 2.95 -0.56 -1.54  C7 1.079
17 H 1.36 1.98 -3.10  O9 0.960
18 H 0.07 0.81 4.28  C2 1.115
19 H 0.25 1.93 2.83  C2 1.098
20 C -2.96 -2.10 -0.74  C21 1.500, H22 1.101, H23 1.107, H24 1.112
21 C -3.09 -1.12 0.38  C20 1.500, H25 1.074, H26 1.101, H27 1.131
22 H -2.85 -3.20 -0.66  C20 1.101
23 H -3.78 -2.03 -1.48  C20 1.107
24 H -2.07 -1.96 -1.39  C20 1.112
25 H -3.05 -0.06 0.20  C21 1.074
26 H -2.24 -1.15 1.08  C21 1.101
27 H -4.08 -1.32 0.89  C21 1.131

## Properties
Gap between HOMO and LUMO: 9.57 eV
SMILES string: CCc1ccc(O)cc1.CC


ii | DFT (the ωB97M-V functional and the def2-TZVPD basis) results for 2 unconnected molecules or ions with the total composition C10H16O.

Each atom is followed by the atoms it is bonded to, with distances in Å.
Positions of all 27 atoms, in Å:
1 C 0.67 -3.59 -0.06  C3 1.504, H10 1.093, H11 1.091, H15 1.088
2 C 1.35 -1.23 0.65  C3 1.384, C4 1.384, H8 1.088
3 C 0.60 -2.38 0.83  C1 1.504, C2 1.384, C6 1.413
4 C 1.23 -0.14 1.50  C2 1.384, C5 1.386, H9 1.081
5 C 0.41 -0.19 2.61  C4 1.386, C7 1.391, H12 1.077
6 C -0.37 -2.36 1.86  C3 1.413, C7 1.380, H13 1.086
7 C -0.38 -1.32 2.77  C5 1.391, C6 1.380, H14 1.084
8 H 2.17 -1.24 -0.06  C2 1.088
9 H 1.79 0.75 1.26  C4 1.081
10 H 0.87 -3.33 -1.10  C1 1.093
11 H -0.24 -4.18 -0.01  C1 1.091
12 H 0.31 0.65 3.28  C5 1.077
13 H -1.03 -3.21 1.98  C6 1.086
14 H -1.08 -1.42 3.59  C7 1.084
15 H 1.50 -4.23 0.24  C1 1.088
16 C -0.17 2.27 -1.83  C17 1.522, C18 1.525, O19 1.425, H20 1.077
17 C -1.45 1.94 -2.58  C16 1.522, H21 1.089, H26 1.088, H27 1.096
18 C -0.43 3.16 -0.62  C16 1.525, H22 1.096, H23 1.097, H24 1.085
19 O 0.57 1.10 -1.46  C16 1.425, H25 0.963
20 H 0.51 2.77 -2.49  C16 1.077
21 H -1.30 1.45 -3.54  C17 1.089
22 H -1.33 3.77 -0.74  C18 1.096
23 H -0.58 2.56 0.28  C18 1.097
24 H 0.40 3.81 -0.38  C18 1.085
25 H 0.01 0.36 -1.21  O19 0.963
26 H -1.94 2.88 -2.84  C17 1.088
27 H -2.09 1.33 -1.93  C17 1.096

## Properties
Gap between HOMO and LUMO: 9.94 eV
SMILES string: Cc1ccccc1.CC(C)O


iii | DFT (the ωB97M-V functional and the def2-TZVPD basis) results for 2 unconnected molecules or ions with the total composition C10H16O.

Each atom is followed by the atoms it is bonded to, with distances in Å.
Positions of all 27 atoms, in Å:
1 C 1.67 2.07 0.03  C2 1.573, C3 1.499, H4 1.253, H5 1.052
2 C 0.41 2.19 0.96  C1 1.573, H6 1.082, H9 1.133, H10 1.075
3 C 3.04 2.10 0.63  C1 1.499, H7 1.224, H8 1.148, H11 1.160
4 H 1.42 1.02 -0.61  C1 1.253
5 H 1.40 2.61 -0.83  C1 1.052
6 H -0.45 1.81 0.43  C2 1.082
7 H 3.38 2.97 1.42  C3 1.224
8 H 3.48 1.10 0.98  C3 1.148
9 H 0.30 3.27 1.29  C2 1.133
10 H 0.47 1.67 1.90  C2 1.075
11 H 3.73 2.26 -0.29  C3 1.160
12 C -0.88 -0.28 -2.46  C18 1.479, H25 1.112, H26 1.179, H27 1.053
13 C -1.43 -2.13 1.15  C14 1.399, C15 1.337, O19 1.429
14 C -2.59 -1.87 0.41  C13 1.399, C16 1.360, H20 1.070
15 C -0.14 -2.00 0.81  C13 1.337, C17 1.443, H22 1.116
16 C -2.41 -1.18 -0.75  C14 1.360, C18 1.471, H23 1.158
17 C 0.08 -1.47 -0.51  C15 1.443, C18 1.366, H24 1.053
18 C -1.01 -0.98 -1.16  C12 1.479, C16 1.471, C17 1.366
19 O -1.56 -2.50 2.52  C13 1.429, H21 0.878
20 H -3.50 -2.26 0.80  C14 1.070
21 H -1.17 -3.28 2.57  O19 0.878
22 H 0.81 -2.20 1.36  C15 1.116
23 H -3.32 -0.93 -1.42  C16 1.158
24 H 1.10 -1.52 -0.80  C17 1.053
25 H -1.79 0.36 -2.48  C12 1.112
26 H -1.02 -1.13 -3.27  C12 1.179
27 H -0.02 0.28 -2.68  C12 1.053

## Properties
Gap between HOMO and LUMO: 9.55 eV
SMILES string: Cc1ccc(O)cc1.CCC


Most stable one: ii, least stable one: iii.


i | DFT (the ωB97M-V functional and the def2-TZVPD basis) results for 2 unconnected molecules or ions with the total composition C10H16O.

Each atom is followed by the atoms it is bonded to, with distances in Å.
Positions of all 27 atoms, in Å:
1 C 1.37 -2.82 1.87  C5 1.513, H13 1.090, H14 1.087, H16 1.095
2 C -1.83 -2.10 -0.07  C3 1.365, C4 1.390, H9 1.085
3 C -1.54 -0.86 -0.56  C2 1.365, C6 1.422, O8 1.381
4 C -0.91 -2.77 0.74  C2 1.390, C5 1.379, H10 1.083
5 C 0.31 -2.18 1.00  C1 1.513, C4 1.379, C7 1.415
6 C -0.36 -0.16 -0.22  C3 1.422, C7 1.383, H11 1.078
7 C 0.55 -0.86 0.55  C5 1.415, C6 1.383, H15 1.086
8 O -2.40 -0.27 -1.47  C3 1.381, H12 0.945
9 H -2.68 -2.60 -0.51  C2 1.085
10 H -1.05 -3.76 1.16  C4 1.083
11 H -0.07 0.76 -0.72  C6 1.078
12 H -2.65 0.60 -1.19  O8 0.945
13 H 2.35 -2.74 1.41  C1 1.090
14 H 1.04 -3.82 2.14  C1 1.087
15 H 1.41 -0.35 0.96  C7 1.086
16 H 1.52 -2.23 2.78  C1 1.095
17 C 1.20 3.85 -0.98  C18 1.529, C19 1.585, H20 1.085, H21 1.090
18 C 2.23 2.74 -1.14  C17 1.529, H22 1.098, H26 1.087, H27 1.095
19 C 0.48 3.60 0.41  C17 1.585, H23 1.083, H24 1.084, H25 1.093
20 H 1.57 4.86 -0.87  C17 1.085
21 H 0.46 3.80 -1.79  C17 1.090
22 H 3.21 3.20 -1.33  C18 1.098
23 H 0.33 2.54 0.50  C19 1.083
24 H 1.10 4.06 1.18  C19 1.084
25 H -0.51 4.07 0.46  C19 1.093
26 H 2.33 2.09 -0.27  C18 1.087
27 H 2.16 1.95 -1.90  C18 1.095

## Properties
Gap between HOMO and LUMO: 9.39 eV
SMILES string: Cc1ccc(O)cc1.CCC


ii | DFT (the ωB97M-V functional and the def2-TZVPD basis) results for 2 unconnected molecules or ions with the total composition C10H16O.

Each atom is followed by the atoms it is bonded to, with distances in Å.
Positions of all 27 atoms, in Å:
1 C -0.02 -3.45 -0.77  C2 1.536, H3 1.130, H4 1.124, H5 1.119
2 C -0.04 -4.94 -0.38  C1 1.536, H6 1.098, H7 1.134, H8 1.137
3 H 0.89 -3.29 -1.42  C1 1.130
4 H -0.93 -3.26 -1.39  C1 1.124
5 H -0.08 -2.81 0.15  C1 1.119
6 H 0.87 -5.33 0.08  C2 1.098
7 H -0.24 -5.60 -1.28  C2 1.134
8 H -0.99 -5.11 0.22  C2 1.137
9 C -0.45 -0.08 -1.88  C10 1.547, C11 1.495, H18 1.169, H19 1.150
10 C -1.05 0.83 -2.98  C9 1.547, H20 1.103, H26 1.101, H27 1.140
11 C -0.18 0.57 -0.56  C9 1.495, C12 1.412, C13 1.431
12 C -1.11 0.58 0.50  C11 1.412, C14 1.389, H21 1.101
13 C 1.10 1.15 -0.33  C11 1.431, C15 1.385, H22 1.086
14 C -0.77 1.22 1.69  C12 1.389, C16 1.368, H23 1.116
15 C 1.45 1.79 0.85  C13 1.385, C16 1.383, H24 1.121
16 C 0.47 1.77 1.82  C14 1.368, C15 1.383, O17 1.375
17 O 0.83 2.47 2.95  C16 1.375, H25 0.964
18 H -1.10 -1.04 -1.76  C9 1.169
19 H 0.42 -0.77 -2.18  C9 1.150
20 H -1.80 1.39 -2.39  C10 1.103
21 H -2.08 0.11 0.28  C12 1.101
22 H 1.86 0.88 -1.06  C13 1.086
23 H -1.44 1.45 2.56  C14 1.116
24 H 2.50 1.88 1.24  C15 1.121
25 H 0.54 3.38 2.84  O17 0.964
26 H -1.36 0.28 -3.87  C10 1.101
27 H -0.18 1.40 -3.44  C10 1.140

## Properties
Gap between HOMO and LUMO: 9.63 eV
SMILES string: CCc1ccc(O)cc1.CC


iii | DFT (the ωB97M-V functional and the def2-TZVPD basis) results for 2 unconnected molecules or ions with the total composition C10H16O.

Each atom is followed by the atoms it is bonded to, with distances in Å.
Positions of all 27 atoms, in Å:
1 C 0.97 -2.72 1.81  C2 1.524, C3 1.602, H4 1.093, H5 1.085
2 C 1.39 -1.58 0.89  C1 1.524, H6 1.123, H8 1.068, H9 1.135
3 C -0.55 -3.18 1.57  C1 1.602, H7 1.073, H10 1.097, H11 1.105
4 H 1.47 -3.64 1.51  C1 1.093
5 H 1.12 -2.67 2.88  C1 1.085
6 H 1.68 -0.57 1.30  C2 1.123
7 H -0.89 -3.26 2.59  C3 1.073
8 H 0.57 -1.34 0.26  C2 1.068
9 H 2.33 -1.94 0.35  C2 1.135
10 H -1.22 -2.44 1.12  C3 1.097
11 H -0.39 -3.92 0.77  C3 1.105
12 C 2.39 2.08 -0.77  C18 1.510, H25 1.152, H26 1.030, H27 1.144
13 C -1.60 0.69 -0.53  C14 1.379, C15 1.394, O19 1.409
14 C -0.81 0.13 -1.52  C13 1.379, C16 1.438, H20 1.078
15 C -1.14 1.71 0.31  C13 1.394, C17 1.389, H22 1.074
16 C 0.52 0.63 -1.74  C14 1.438, C18 1.403, H23 1.103
17 C 0.17 2.14 0.18  C15 1.389, C18 1.398, H24 1.049
18 C 1.00 1.49 -0.74  C12 1.510, C16 1.403, C17 1.398
19 O -2.85 0.13 -0.21  C13 1.409, H21 0.930
20 H -1.06 -0.69 -2.17  C14 1.078
21 H -3.02 -0.68 -0.63  O19 0.930
22 H -1.86 2.08 1.02  C15 1.074
23 H 1.27 0.24 -2.45  C16 1.103
24 H 0.56 2.87 0.83  C17 1.049
25 H 2.83 2.30 0.26  C12 1.152
26 H 2.58 2.98 -1.24  C12 1.030
27 H 3.15 1.35 -1.21  C12 1.144

## Properties
Gap between HOMO and LUMO: 9.42 eV
SMILES string: Cc1ccc(O)cc1.CCC


iv | DFT (the ωB97M-V functional and the def2-TZVPD basis) results for 2 unconnected molecules or ions with the total composition C10H16O.

Each atom is followed by the atoms it is bonded to, with distances in Å.
Positions of all 27 atoms, in Å:
1 C 0.29 1.43 -2.05  C2 1.532, C3 1.514, H4 1.087, H5 1.094
2 C -0.25 0.06 -2.46  C1 1.532, H6 1.096, H9 1.079, H10 1.098
3 C 1.49 1.94 -2.83  C1 1.514, H7 1.090, H8 1.100, H11 1.093
4 H -0.55 2.11 -2.16  C1 1.087
5 H 0.55 1.39 -0.99  C1 1.094
6 H -0.60 0.03 -3.50  C2 1.096
7 H 2.01 1.23 -3.47  C3 1.090
8 H 1.24 2.73 -3.56  C3 1.100
9 H -1.08 -0.28 -1.85  C2 1.079
10 H 0.57 -0.67 -2.38  C2 1.098
11 H 2.28 2.43 -2.26  C3 1.093
12 C 2.09 -0.83 1.56  C16 1.501, H24 1.094, H25 1.091, H27 1.092
13 C -1.55 -1.72 0.92  C14 1.399, C15 1.376, H20 1.081
14 C -2.18 -0.85 1.82  C13 1.399, C17 1.388, O19 1.379
15 C -0.18 -1.75 0.95  C13 1.376, C16 1.432, H21 1.082
16 C 0.60 -0.82 1.71  C12 1.501, C15 1.432, C18 1.355
17 C -1.47 0.12 2.51  C14 1.388, C18 1.426, H22 1.087
18 C -0.04 0.04 2.54  C16 1.355, C17 1.426, H26 1.087
19 O -3.56 -0.84 1.77  C14 1.379, H23 0.960
20 H -2.16 -2.29 0.23  C13 1.081
21 H 0.43 -2.59 0.62  C15 1.082
22 H -1.91 1.08 2.75  C17 1.087
23 H -3.83 -0.07 2.27  O19 0.960
24 H 2.50 0.13 1.26  C12 1.094
25 H 2.35 -1.51 0.75  C12 1.091
26 H 0.33 0.61 3.39  C18 1.087
27 H 2.63 -1.09 2.48  C12 1.092

## Properties
Gap between HOMO and LUMO: 9.34 eV
SMILES string: Cc1ccc(O)cc1.CCC


Most stable one: i, least stable one: iii.